1.
The following is a quantum chemistry calculation of C43H92GaN8O13 as an isolated structure at a distorted geometry, from the OMol25 dataset.

Element x y z (Å)
C1 0.786 -1.489 1.252
C2 0.078 -0.135 1.330
O1 -1.190 -0.231 0.728
C3 -1.409 0.582 -0.439
Ga1 -2.093 -0.594 -2.008
C4 -2.939 0.491 -3.554
C5 -4.241 1.245 -3.211
C6 -4.039 2.557 -2.461
C7 -3.794 3.734 -3.392
C8 -3.290 4.916 -2.559
C9 -1.801 5.090 -2.599
C10 -1.045 3.974 -1.906
C11 0.347 4.363 -1.527
O2 0.402 4.360 -0.074
C12 1.198 5.268 0.428
C13 0.663 6.001 1.611
O3 2.267 5.505 0.011
C14 -0.373 -1.513 -2.791
C15 0.696 -0.472 -3.218
C16 1.924 -0.671 -2.318
C17 3.234 -0.034 -2.833
N1 3.931 0.726 -1.776
C18 5.320 0.757 -2.008
C19 5.915 2.006 -2.577
O4 5.985 -0.178 -1.762
C20 -3.263 -2.148 -1.339
C21 -4.164 -1.843 -0.172
O5 -3.511 -2.076 1.100
C22 -3.772 -1.181 2.008
O6 -3.188 -1.120 3.012
H1 0.040 -2.242 1.091
H2 1.476 -1.533 0.425
H3 1.245 -1.680 2.205
H4 -0.085 0.092 2.380
H5 0.684 0.673 0.931
H6 -2.138 1.339 -0.152
H7 -0.516 1.085 -0.800
H8 -3.189 -0.227 -4.331
H9 -2.184 1.144 -3.986
H10 -4.707 1.524 -4.155
H11 -4.968 0.625 -2.726
H12 -4.910 2.728 -1.835
H13 -3.164 2.461 -1.835
H14 -3.027 3.432 -4.091
H15 -4.695 4.033 -3.905
H16 -3.730 5.845 -2.898
H17 -3.586 4.799 -1.524
H18 -1.542 6.020 -2.101
H19 -1.435 5.179 -3.615
H20 -1.592 3.703 -1.020
H21 -1.040 3.097 -2.539
H22 0.650 5.317 -1.925
H23 1.029 3.611 -1.895
H24 0.217 6.917 1.261
H25 1.447 6.196 2.312
H26 -0.106 5.418 2.091
H27 -0.728 -2.048 -3.662
H28 0.014 -2.146 -2.006
H29 0.331 0.542 -3.114
H30 0.955 -0.674 -4.248
H31 1.703 -0.254 -1.351
H32 2.061 -1.729 -2.178
H33 2.988 0.602 -3.679
H34 3.867 -0.836 -3.164
H35 3.563 1.664 -1.732
H36 5.433 2.294 -3.498
H37 6.973 1.873 -2.689
H38 5.778 2.810 -1.876
H39 -3.850 -2.533 -2.159
H40 -2.586 -2.942 -1.061
H41 -4.619 -0.865 -0.224
H42 -4.999 -2.551 -0.188
H43 -4.607 -0.493 1.850
C23 3.441 -4.523 0.886
C24 2.546 -4.827 2.065
O7 1.599 -4.120 2.350
N2 2.840 -5.932 2.810
C25 3.920 -6.885 2.628
H44 3.081 -3.622 0.400
H45 4.467 -4.356 1.218
H46 3.416 -5.342 0.166
H47 2.205 -6.076 3.578
H48 3.498 -7.880 2.484
H49 4.540 -6.895 3.528
H50 4.538 -6.630 1.775
C26 3.373 9.168 -0.301
C27 2.600 9.777 0.845
O8 1.403 9.996 0.780
N3 3.294 10.078 1.978
C28 4.708 9.889 2.241
H51 2.692 8.982 -1.124
H52 4.153 9.851 -0.640
H53 3.815 8.219 0.005
H54 2.722 10.480 2.703
H55 4.833 9.233 3.104
H56 5.167 10.853 2.469
H57 5.214 9.450 1.389
C29 -6.114 -2.585 -3.502
C30 -7.030 -1.388 -3.452
O9 -6.728 -0.318 -3.952
N4 -8.225 -1.536 -2.816
C31 -8.756 -2.712 -2.159
H58 -5.208 -2.310 -4.033
H59 -5.843 -2.902 -2.495
H60 -6.595 -3.411 -4.031
H61 -8.787 -0.699 -2.812
H62 -9.703 -2.984 -2.631
H63 -8.943 -2.472 -1.113
H64 -8.076 -3.555 -2.216
C32 2.026 -7.717 6.278
C33 2.940 -8.771 5.695
O10 2.672 -9.354 4.656
N5 4.083 -9.048 6.371
C34 4.562 -8.451 7.609
H65 1.162 -7.607 5.631
H66 1.684 -8.014 7.269
H67 2.542 -6.758 6.340
H68 4.649 -9.756 5.931
H69 5.530 -7.988 7.422
H70 4.681 -9.239 8.357
H71 3.873 -7.703 7.983
C35 8.758 -6.241 8.426
C36 7.570 -5.529 7.822
O11 6.772 -6.100 7.096
N6 7.412 -4.213 8.114
C37 8.248 -3.369 8.949
H72 8.746 -7.277 8.101
H73 9.689 -5.782 8.091
H74 8.706 -6.216 9.515
H75 6.602 -3.800 7.679
H76 7.652 -2.966 9.769
H77 8.629 -2.537 8.355
H78 9.085 -3.923 9.358
C38 1.362 1.613 -6.446
C39 -0.139 1.784 -6.480
O12 -0.830 1.674 -5.488
N7 -0.711 2.071 -7.687
C40 -0.063 2.240 -8.972
H79 1.662 1.390 -5.428
H80 1.668 0.787 -7.088
H81 1.858 2.532 -6.764
H82 -1.713 2.171 -7.639
H83 -0.271 3.240 -9.357
H84 -0.460 1.507 -9.679
H85 1.010 2.108 -8.894
C41 -7.637 -0.373 0.530
C42 -8.786 0.483 0.056
O13 -9.711 0.038 -0.613
N8 -8.761 1.795 0.398
C43 -7.757 2.501 1.175
H86 -7.784 -1.389 0.184
H87 -6.696 -0.002 0.122
H88 -7.590 -0.380 1.619
H89 -9.552 2.315 0.053
H90 -8.224 2.938 2.059
H91 -7.334 3.306 0.571
H92 -6.959 1.838 1.487

Output
- E_HOMO: -3.78 eV
- Frontier orbital gap: 5.411 eV
- Charge: -1
- LUMO energy: 1.627 eV
- Molar mass: 998.975 u

Atomic partial charges in e from the Löwdin method, atoms 1 to 4: number 1, C, carries -0.066; number 2, C, carries -0.279; number 3, O, carries -0.244; number 4, C, carries -0.217

2.
The following is a quantum chemistry calculation of a 9-piece molecular cluster, C43H94F4N2O10S overall at a distorted geometry, from the OMol25 dataset.

Element x y z (Å)
C1 1.304 -8.685 0.820
C2 2.259 -7.694 0.217
O1 1.634 -7.139 -0.923
C3 2.518 -6.824 -1.947
C4 3.628 -5.875 -1.557
O2 3.635 -4.815 -2.500
C5 4.690 -3.930 -2.325
C6 4.187 -2.514 -2.018
S1 2.954 -2.045 -3.298
C7 5.234 -1.552 -2.187
N1 6.095 -0.808 -2.185
C8 3.572 -2.472 -0.605
C9 2.624 -1.403 -0.433
N2 1.892 -0.553 -0.253
C10 4.588 -2.391 0.515
F1 4.779 -1.148 0.844
F2 5.727 -2.897 0.156
C11 4.173 -3.103 1.787
F3 3.347 -2.379 2.456
F4 3.582 -4.230 1.474
H1 0.768 -9.152 0.024
H2 1.805 -9.406 1.425
H3 0.581 -8.177 1.411
H4 2.398 -6.906 0.927
H5 3.199 -8.142 -0.024
H6 1.948 -6.329 -2.698
H7 2.926 -7.705 -2.400
H8 3.532 -5.529 -0.545
H9 4.571 -6.380 -1.623
H10 5.236 -3.864 -3.239
H11 5.368 -4.271 -1.569
H12 2.008 -2.935 -2.995
H13 3.008 -3.370 -0.501
H14 5.036 -3.310 2.378
C12 2.780 0.947 2.842
C13 1.355 0.926 3.364
O3 1.157 1.720 4.516
C14 1.417 3.101 4.365
C15 0.532 3.788 3.338
H15 3.483 0.694 3.637
H16 2.888 0.229 2.034
H17 3.058 1.928 2.452
H18 1.094 -0.088 3.666
H19 0.651 1.210 2.573
H20 2.475 3.263 4.137
H21 1.238 3.543 5.344
H22 0.733 3.435 2.325
H23 0.707 4.863 3.356
H24 -0.519 3.597 3.553
C16 -2.167 3.630 -3.242
C17 -2.402 2.137 -3.091
O4 -1.228 1.392 -2.837
C18 -0.538 1.727 -1.646
C19 -1.353 1.516 -0.382
H25 -1.396 3.827 -3.985
H26 -3.084 4.128 -3.553
H27 -1.845 4.085 -2.305
H28 -2.800 1.735 -4.023
H29 -3.155 1.943 -2.317
H30 -0.166 2.757 -1.698
H31 0.334 1.079 -1.621
H32 -2.198 2.204 -0.319
H33 -0.728 1.678 0.496
H34 -1.747 0.500 -0.348
C20 5.414 3.389 5.919
C21 4.989 4.547 5.032
O5 4.001 5.375 5.612
C22 4.369 6.024 6.811
C23 5.551 6.967 6.666
H35 4.542 2.822 6.246
H36 6.082 2.724 5.373
H37 5.943 3.731 6.810
H38 4.541 4.151 4.121
H39 5.857 5.140 4.723
H40 4.557 5.290 7.604
H41 3.486 6.589 7.110
H42 6.475 6.432 6.445
H43 5.703 7.522 7.591
H44 5.374 7.676 5.857
C24 2.064 -0.070 6.965
C25 2.008 -0.897 8.237
O6 3.276 -1.317 8.709
C26 4.174 -0.279 9.035
C27 3.683 0.640 10.142
H45 2.632 -0.592 6.195
H46 1.063 0.125 6.588
H47 2.542 0.897 7.129
H48 1.455 -1.817 8.053
H49 1.468 -0.356 9.022
H50 4.431 0.303 8.142
H51 5.086 -0.781 9.357
H52 2.816 1.224 9.832
H53 4.469 1.340 10.425
H54 3.398 0.059 11.020
C28 0.227 5.259 -7.337
C29 -1.188 5.242 -6.783
O7 -1.360 6.029 -5.622
C30 -1.103 7.410 -5.770
C31 -2.008 8.100 -6.778
H55 0.943 4.999 -6.558
H56 0.319 4.542 -8.151
H57 0.500 6.241 -7.727
H58 -1.447 4.228 -6.479
H59 -1.908 5.533 -7.556
H60 -0.050 7.582 -6.018
H61 -1.268 7.837 -4.782
H62 -1.821 7.758 -7.796
H63 -1.842 9.177 -6.755
H64 -3.055 7.902 -6.548
C32 -1.372 -6.662 -1.579
C33 -1.314 -7.843 -2.532
O8 -2.076 -8.967 -2.126
C34 -3.456 -8.714 -1.953
C35 -4.143 -8.191 -3.199
H65 -1.106 -6.972 -0.570
H66 -0.675 -5.888 -1.899
H67 -2.370 -6.219 -1.543
H68 -0.288 -8.205 -2.605
H69 -1.612 -7.526 -3.539
H70 -3.611 -8.016 -1.123
H71 -3.893 -9.666 -1.651
H72 -3.770 -7.200 -3.458
H73 -5.216 -8.105 -3.027
H74 -3.977 -8.851 -4.051
C36 -8.470 5.881 -1.857
C37 -8.088 4.808 -2.863
O9 -7.895 5.293 -4.176
C38 -6.866 6.249 -4.327
C39 -5.487 5.736 -3.948
H75 -9.331 6.445 -2.213
H76 -8.720 5.425 -0.900
H77 -7.657 6.587 -1.685
H78 -8.894 4.081 -2.945
H79 -7.202 4.260 -2.522
H80 -7.103 7.162 -3.769
H81 -6.878 6.514 -5.384
H82 -5.407 5.532 -2.879
H83 -4.726 6.475 -4.200
H84 -5.266 4.811 -4.480
C40 -3.519 -2.499 -1.585
C41 -3.587 -3.572 -2.655
O10 -4.425 -4.660 -2.321
C42 -5.787 -4.351 -2.110
C43 -6.479 -3.761 -3.327
H85 -3.258 -2.939 -0.622
H86 -2.766 -1.756 -1.847
H87 -4.471 -1.979 -1.467
H88 -2.598 -4.008 -2.793
H89 -3.880 -3.141 -3.619
H90 -5.901 -3.690 -1.244
H91 -6.256 -5.299 -1.848
H92 -6.093 -2.773 -3.578
H93 -7.547 -3.660 -3.137
H94 -6.337 -4.406 -4.195

Output
- E_HOMO: -9.37 eV
- Frontier orbital gap: 9.748 eV
- Charge: 0
- LUMO energy: 0.377 eV
- Molar mass: 907.288 u
- SMILES: CCOCCOC[C@](S)(C#N)[C@H](C#N)C(F)(F)C(F)F.CCOCC.CCOCC.CCOCC.CCOCC.CCOCC.CCOCC.CCOCC.CCOCC

Atomic partial charges in e from the Löwdin method, atoms 1 to 4: number 1, C, carries -0.047; number 2, C, carries -0.261; number 3, O, carries -0.149; number 4, C, carries -0.184

3.
The following is a quantum chemistry calculation of a 6-piece molecular cluster, C43H98N6O8 overall at a distorted geometry, from the OMol25 dataset.

Element x y z (Å)
C1 -20.521 -26.892 -16.062
C2 -19.313 -27.786 -15.938
C3 -17.956 -27.025 -15.569
O1 -17.619 -26.035 -16.537
C4 -16.545 -25.219 -16.162
N1 -19.722 -28.804 -15.014
H1 -20.666 -26.513 -17.074
H2 -20.416 -26.085 -15.336
H3 -21.495 -27.376 -15.989
H4 -19.131 -28.298 -16.883
H5 -17.181 -27.791 -15.554
H6 -17.944 -26.551 -14.587
H7 -16.435 -24.401 -16.875
H8 -15.623 -25.784 -16.296
H9 -16.614 -24.869 -15.132
H10 -20.589 -29.134 -15.413
H11 -19.038 -29.546 -15.046
C5 -8.213 -24.702 -18.603
O2 -8.952 -24.107 -17.528
C6 -8.656 -22.763 -17.162
C7 -9.506 -22.263 -16.041
N2 -9.508 -23.069 -14.795
C8 -10.884 -23.278 -14.252
C9 -10.772 -24.036 -12.907
O3 -11.230 -25.383 -12.868
C10 -10.328 -26.368 -13.279
H12 -8.169 -24.045 -19.471
H13 -8.708 -25.616 -18.934
H14 -7.149 -24.874 -18.444
H15 -8.798 -22.206 -18.088
H16 -7.677 -22.593 -16.713
H17 -10.517 -22.122 -16.424
H18 -9.049 -21.303 -15.803
H19 -9.278 -24.022 -15.038
H20 -11.524 -23.791 -14.970
H21 -11.511 -22.389 -14.193
H22 -11.452 -23.709 -12.120
H23 -9.802 -23.778 -12.482
H24 -10.548 -27.436 -13.289
H25 -9.453 -26.223 -12.645
H26 -9.922 -26.192 -14.275
C11 -17.112 -24.265 -24.179
O4 -17.841 -23.104 -23.710
C12 -17.613 -22.682 -22.329
C13 -16.185 -22.129 -22.098
N3 -15.834 -20.977 -22.902
C14 -14.498 -20.472 -22.825
C15 -14.133 -19.657 -24.112
O5 -13.917 -20.515 -25.210
C16 -14.171 -20.063 -26.440
H27 -17.592 -25.022 -23.558
H28 -16.073 -24.166 -23.863
H29 -17.297 -24.381 -25.247
H30 -17.921 -23.477 -21.650
H31 -18.288 -21.872 -22.054
H32 -15.484 -22.888 -22.447
H33 -16.039 -22.015 -21.024
H34 -16.209 -21.151 -23.823
H35 -13.680 -21.111 -22.492
H36 -14.719 -19.705 -22.083
H37 -13.297 -18.973 -23.965
H38 -14.972 -19.008 -24.362
H39 -14.046 -20.883 -27.146
H40 -13.595 -19.187 -26.738
H41 -15.219 -19.786 -26.560
C17 -19.892 -17.297 -15.947
C18 -20.296 -18.519 -15.004
C19 -21.054 -17.734 -13.927
C20 -21.843 -18.664 -12.972
C21 -22.809 -19.709 -13.681
C22 -21.962 -20.495 -14.786
N4 -21.221 -19.578 -15.614
O6 -20.702 -20.160 -16.714
C23 -21.038 -21.572 -14.067
C24 -22.977 -21.226 -15.669
C25 -19.040 -19.124 -14.309
H42 -20.686 -16.946 -16.607
H43 -19.030 -17.449 -16.596
H44 -19.566 -16.448 -15.345
H45 -20.415 -17.261 -13.182
H46 -21.749 -16.991 -14.317
H47 -22.514 -18.188 -12.256
H48 -21.083 -19.213 -12.417
H49 -23.688 -19.254 -14.138
H50 -23.122 -20.405 -12.902
H51 -20.861 -21.152 -13.076
H52 -21.529 -22.544 -14.028
H53 -20.070 -21.695 -14.552
H54 -23.588 -20.447 -16.125
H55 -22.574 -21.974 -16.351
H56 -23.822 -21.493 -15.034
H57 -18.526 -19.831 -14.960
H58 -19.284 -19.733 -13.438
H59 -18.379 -18.302 -14.036
H60 -21.153 -19.737 -17.448
C26 -15.432 -18.535 -18.283
C27 -15.676 -19.878 -17.559
C28 -14.908 -21.015 -18.281
C29 -13.327 -20.922 -18.217
C30 -12.977 -20.766 -16.766
C31 -13.861 -19.926 -15.831
N5 -15.273 -19.901 -16.146
O7 -15.936 -19.046 -15.270
C32 -13.810 -20.534 -14.381
C33 -13.185 -18.537 -15.802
C34 -17.118 -20.300 -17.693
H61 -14.427 -18.236 -17.984
H62 -16.122 -17.712 -18.100
H63 -15.388 -18.642 -19.367
H64 -15.147 -21.959 -17.792
H65 -15.220 -21.223 -19.304
H66 -13.020 -20.165 -18.938
H67 -12.890 -21.796 -18.700
H68 -11.939 -20.452 -16.876
H69 -12.972 -21.750 -16.298
H70 -14.377 -19.880 -13.718
H71 -14.207 -21.537 -14.230
H72 -12.744 -20.547 -14.150
H73 -12.359 -18.522 -15.091
H74 -12.712 -18.211 -16.729
H75 -13.826 -17.689 -15.564
H76 -17.246 -21.180 -17.063
H77 -17.492 -20.606 -18.670
H78 -17.695 -19.476 -17.272
H79 -16.536 -19.598 -14.763
C35 -11.372 -28.527 -18.289
C36 -12.876 -28.312 -18.564
C37 -13.388 -27.345 -17.469
C38 -13.110 -25.764 -17.672
C39 -13.569 -25.302 -19.068
C40 -13.219 -26.317 -20.218
N6 -13.332 -27.774 -19.888
O8 -12.834 -28.574 -20.887
C41 -14.190 -26.059 -21.349
C42 -11.754 -26.043 -20.716
C43 -13.666 -29.586 -18.289
H80 -11.028 -29.092 -19.155
H81 -11.114 -28.985 -17.334
H82 -10.908 -27.546 -18.392
H83 -14.460 -27.467 -17.320
H84 -12.828 -27.591 -16.567
H85 -12.078 -25.471 -17.479
H86 -13.488 -25.087 -16.906
H87 -13.033 -24.366 -19.223
H88 -14.646 -25.140 -19.029
H89 -15.206 -26.376 -21.114
H90 -14.094 -24.987 -21.521
H91 -14.089 -26.610 -22.284
H92 -10.907 -26.101 -20.032
H93 -11.550 -26.625 -21.614
H94 -11.331 -25.157 -21.190
H95 -14.649 -29.531 -17.822
H96 -12.929 -30.225 -17.803
H97 -14.013 -30.037 -19.219
H98 -13.692 -28.722 -21.292

Output
- E_HOMO (alpha / beta): -9.71 / -9.71 eV
- Frontier orbital gap (alpha / beta): 7.118 / 2.833 eV
- Energy relative to the best compared isomer or geometry (same formula, charge and spin): 44.9 kJ/mol
- Charge: +1
- Spin multiplicity: 2
- ⟨S²⟩: 0.75
- LUMO energy (alpha / beta): -2.595 / -6.880 eV
- Molar mass: 827.291 u

Atomic partial charges in e from the Löwdin method, atoms 1 to 4: number 1, C, carries -0.077; number 2, C, carries -0.438; number 3, C, carries -0.160; number 4, O, carries -0.193